(a)
{"formula": "C4H7N2O3", "method": "wB97M-V/def2-TZVPD", "spin_multiplicity": 1, "charge": -1, "homo_ev": [-2.535, -2.536], "smiles": "[O-]/N=C/CC/[N+]([O-])=C\\O", "homo_lumo_gap_ev": [6.54, 6.54], "lumo_energy_ev": [4.0, 4.0], "species": ["O", "N", "C", "C", "C", "N", "O", "C", "O", "H", "H", "H", "H", "H", "H", "H"], "positions_angstrom": [[-2.58, 0.22, 0.16], [-1.28, 0.38, 0.63], [-0.46, 1.39, 0.36], [0.93, 1.23, 0.34], [1.28, 0.04, -0.74], [0.73, -1.16, -0.06], [1.52, -1.76, 0.88], [-0.61, -1.43, 0.07], [-1.50, -1.49, -0.91], [-0.88, 2.26, -0.10], [1.46, 2.12, 0.13], [1.35, 0.84, 1.33], [0.77, 0.34, -1.63], [2.34, -0.07, -0.91], [-0.78, -1.99, 0.99], [-2.28, -0.93, -0.52]]}



(b)
{"formula": "C4H7N2O3", "method": "wB97M-V/def2-TZVPD", "spin_multiplicity": 1, "charge": -1, "homo_ev": [-2.640, -3.812], "homo_lumo_gap_ev": [6.42, 7.75], "lumo_energy_ev": [3.8, 3.9], "species": ["C", "C", "C", "C", "N", "N", "O", "O", "O", "H", "H", "H", "H", "H", "H", "H"], "positions_angstrom": [[-1.46, 1.41, 0.65], [-0.11, 0.69, -1.51], [0.50, -0.99, 1.13], [-1.03, 0.35, -0.38], [-1.83, -0.67, -0.71], [-3.04, -0.61, -0.14], [-3.20, 0.15, 0.80], [-1.66, 2.57, 0.33], [-3.98, -1.28, -0.61], [-1.48, 0.99, 1.69], [-0.61, 1.56, -1.91], [-0.06, -0.25, -2.04], [0.93, 0.87, -1.19], [1.49, -0.79, 0.73], [-0.21, -1.68, 0.63], [0.09, -0.80, 2.07]]}



Energies, relative to the best one, in kcal/mol: (a) 0.0; (b) 18.2.



(a)
{"formula": "C3H11N3", "method": "wB97M-V/def2-TZVPD", "spin_multiplicity": 1, "homo_ev": -9.098, "smiles": "N=C(N)N.CC", "homo_lumo_gap_ev": 9.87, "lumo_energy_ev": 0.8, "species": ["N", "C", "N", "N", "H", "H", "H", "H", "H", "C", "C", "H", "H", "H", "H", "H", "H"], "positions_angstrom": [[-1.44, 0.86, 0.80], [-1.54, -0.01, -0.13], [-1.10, -1.32, -0.06], [-2.00, 0.36, -1.39], [-1.11, 0.41, 1.65], [-0.93, -1.64, 0.88], [-1.60, -1.99, -0.63], [-2.50, -0.35, -1.90], [-2.48, 1.24, -1.39], [2.07, 0.42, 0.69], [3.37, -0.12, 0.09], [1.45, -0.39, 1.06], [1.49, 0.96, -0.05], [2.30, 1.09, 1.52], [3.18, -0.67, -0.83], [4.08, 0.69, -0.08], [3.86, -0.79, 0.80]]}



(b)
{"formula": "C3H11N3", "method": "wB97M-V/def2-TZVPD", "spin_multiplicity": 1, "homo_ev": -8.248, "smiles": "NCCNCN", "homo_lumo_gap_ev": 9.42, "lumo_energy_ev": 1.2, "species": ["N", "C", "C", "N", "C", "N", "H", "H", "H", "H", "H", "H", "H", "H", "H", "H", "H"], "positions_angstrom": [[-1.39, -2.22, 0.22], [-1.60, -0.86, 0.75], [-0.27, -0.13, 0.53], [0.23, 0.13, -0.82], [1.39, 0.97, -0.83], [1.45, 2.13, 0.02], [-1.27, -2.86, 0.96], [-2.23, -2.38, -0.35], [-2.33, -0.37, 0.03], [-1.93, -0.69, 1.78], [0.40, -0.77, 1.13], [-0.12, 0.86, 1.08], [0.42, -0.77, -1.36], [2.22, 0.30, -0.23], [1.92, 1.35, -1.77], [2.37, 2.17, 0.57], [1.38, 2.98, -0.50]]}



(c)
{"formula": "C3H11N3", "method": "wB97M-V/def2-TZVPD", "spin_multiplicity": 1, "homo_ev": -8.830, "smiles": "C=NC.NCN", "homo_lumo_gap_ev": 9.62, "lumo_energy_ev": 0.8, "species": ["C", "N", "C", "H", "H", "H", "H", "H", "N", "C", "N", "H", "H", "H", "H", "H", "H"], "positions_angstrom": [[-2.06, -0.94, -0.74], [-2.18, 0.37, -1.05], [-2.04, 1.35, -0.04], [-2.50, -1.50, -1.49], [-1.50, -1.10, 0.23], [-1.21, 1.32, 0.59], [-2.98, 1.46, 0.61], [-1.81, 2.33, -0.52], [1.61, 0.18, -0.72], [1.52, -0.25, 0.63], [2.49, -1.16, 1.15], [2.36, 0.67, -1.14], [0.79, 0.37, -1.27], [1.41, 0.64, 1.21], [0.41, -0.64, 0.93], [2.22, -2.12, 0.90], [3.46, -0.98, 0.73]]}



Energies, relative to the best one, in kcal/mol: (a) 0.0; (b) 48.5; (c) 72.4.



(a)
{"formula": "C3H11N3", "method": "wB97M-V/def2-TZVPD", "spin_multiplicity": 1, "homo_ev": -6.940, "homo_lumo_gap_ev": 7.61, "lumo_energy_ev": 0.7, "species": ["C", "N", "N", "N", "H", "H", "H", "H", "H", "H", "H", "C", "C", "H", "H", "H", "H"], "positions_angstrom": [[-0.38, -0.71, -1.14], [-1.16, 0.29, -0.73], [-0.90, -1.92, -1.55], [0.87, -0.38, -1.61], [0.24, -1.20, 0.81], [-0.75, 0.78, 0.24], [-2.14, 0.05, -0.65], [-0.23, -2.58, -1.90], [1.13, 0.58, -1.42], [-1.60, -2.32, -0.94], [1.60, -1.06, -1.44], [-0.05, 1.11, 1.68], [1.00, 1.94, 1.65], [1.21, 2.67, 2.42], [-0.73, 1.19, 2.53], [0.17, -0.36, 1.22], [1.73, 1.91, 0.84]]}



(b)
{"formula": "C3H11N3", "method": "wB97M-V/def2-TZVPD", "spin_multiplicity": 1, "homo_ev": -8.672, "smiles": "C=CN.NCN", "homo_lumo_gap_ev": 9.76, "lumo_energy_ev": 1.1, "species": ["C", "C", "N", "H", "H", "H", "H", "H", "N", "C", "N", "H", "H", "H", "H", "H", "H"], "positions_angstrom": [[0.31, -2.27, -0.69], [0.58, -1.25, -1.54], [1.68, -0.35, -1.48], [0.61, -2.26, 0.35], [-0.40, -2.97, -1.11], [-0.03, -1.15, -2.43], [1.37, 0.53, -1.03], [1.89, -0.14, -2.45], [0.42, 1.41, 0.63], [-0.58, 0.71, 1.49], [-1.93, 1.00, 1.08], [1.33, 1.41, 1.10], [0.01, 2.34, 0.63], [-0.42, 0.93, 2.55], [-0.42, -0.36, 1.40], [-2.17, 0.52, 0.23], [-2.26, 1.91, 1.27]]}



Energies, relative to the best one, in kcal/mol: (a) 64.4; (b) 0.0.



(a)
{"formula": "C3H11N3", "method": "wB97M-V/def2-TZVPD", "spin_multiplicity": 1, "homo_ev": -9.202, "smiles": "[H]/N=C/N.CCN", "homo_lumo_gap_ev": 10.04, "lumo_energy_ev": 0.8, "species": ["H", "N", "C", "N", "H", "H", "H", "C", "C", "N", "H", "H", "H", "H", "H", "H", "H"], "positions_angstrom": [[4.27, 1.82, -0.05], [3.91, 1.01, -0.54], [2.67, 0.90, -0.30], [1.89, -0.05, -0.84], [2.15, 1.58, 0.38], [0.93, -0.22, -0.58], [2.24, -0.72, -1.50], [-2.05, -0.31, 1.44], [-1.75, -1.01, 0.12], [-1.50, -0.15, -1.03], [-2.74, 0.52, 1.28], [-2.52, -1.05, 2.09], [-1.17, 0.17, 1.87], [-0.82, -1.58, 0.19], [-2.48, -1.76, -0.16], [-2.29, 0.35, -1.41], [-0.73, 0.50, -0.94]]}



(b)
{"formula": "C3H11N3", "method": "wB97M-V/def2-TZVPD", "spin_multiplicity": 1, "homo_ev": -6.639, "homo_lumo_gap_ev": 7.53, "lumo_energy_ev": 0.9, "species": ["C", "N", "C", "C", "H", "H", "H", "H", "H", "H", "H", "N", "N", "H", "H", "H", "H"], "positions_angstrom": [[0.41, -0.76, 1.96], [1.96, 0.55, -0.21], [0.79, 1.06, 0.25], [-0.10, 0.39, 1.11], [2.13, -0.43, -0.04], [2.24, 0.84, -1.14], [0.54, 2.05, -0.13], [-0.74, 1.08, 1.68], [1.15, -0.43, 2.70], [0.88, -1.54, 1.35], [-0.41, -1.22, 2.50], [-1.13, 0.11, -1.28], [-1.59, -0.48, -2.50], [-2.56, -0.80, -2.45], [-1.01, -1.29, -2.70], [-1.66, 0.98, -1.17], [-0.92, -0.08, 0.08]]}



Energies, relative to the best one, in kcal/mol: (a) 0.0; (b) 77.4.